## one
ORCA calculation (wB97M-V/def2-TZVPD) on C5H6ClNO in the gas phase.

Properties
- SMILES = CC1=C(Cl)C(=O)NC1
- HOMO level (eV) = -9.22
- lowest unoccupied orbital energy (eV) = 0.64
- frontier orbital gap (eV) = 9.862
- M (g mol⁻¹) = 131.56
- net charge = 0

Bonds (Å) are listed after each position.
Atoms and positions in Å:
1 C -1.13421 1.68886 -0.02774  C2 1.521, H9 1.121, H10 1.072, H11 1.054
2 C -0.12140 0.55459 -0.04601  C1 1.521, C3 1.348, C8 1.560
3 C 1.22053 0.54718 -0.17647  C2 1.348, Cl4 1.678, C5 1.876
4 Cl 2.42252 1.71115 -0.29892  C3 1.678
5 C 1.68727 -1.26393 -0.02678  C3 1.876, O6 1.193, N7 1.313
6 O 2.78613 -1.71254 -0.14835  C5 1.193
7 N 0.46777 -1.72330 0.13528  C5 1.313, C8 1.423, H12 1.024
8 C -0.68630 -0.89099 0.11289  C2 1.560, N7 1.423, H13 1.135, H14 1.049
9 H -1.55026 1.79517 -1.06290  C1 1.121
10 H -0.83798 2.65633 0.32765  C1 1.072
11 H -1.83038 1.36684 0.69450  C1 1.054
12 H 0.14964 -2.66928 -0.09202  N7 1.024
13 H -1.12408 -0.88877 1.15966  C8 1.135
14 H -1.44926 -1.17131 -0.55078  C8 1.049

Table of natural (NBO) atomic charges, one value per atom, all in e: number 1, C, carries -0.65; number 2, C, carries -0.05; number 3, C, carries -0.18; number 4, Cl, carries 0.07; number 5, C, carries 0.73; number 6, O, carries -0.56; number 7, N, carries -0.62; number 8, C, carries -0.22; number 9, H, carries 0.23; number 10, H, carries 0.23; number 11, H, carries 0.21; number 12, H, carries 0.41; number 13, H, carries 0.20; number 14, H, carries 0.21

=====

## two
ORCA calculation (wB97M-V/def2-TZVPD) on a 2-piece molecular cluster, C5H6ClNO overall.

Properties
- HOMO level (eV) = -10.17
- lowest unoccupied orbital energy (eV) = 0.01
- frontier orbital gap (eV) = 10.188
- M (g mol⁻¹) = 131.56
- net charge = 0

Bonds (Å) are listed after each position.
Atoms and positions in Å:
1 C -1.04155 1.45051 -0.00898  C2 1.583, H6 1.316, H7 1.236
2 C -0.03132 0.36600 -0.56600  C1 1.583, C3 1.450, C4 1.478, H9 1.240
3 C -0.40067 -1.03221 -0.45573  C2 1.450, C4 1.531, H10 1.141, Cl14 1.761
4 C 0.76051 -0.46525 0.36476  C2 1.478, C3 1.531, C5 1.397, O13 1.325
5 C 1.99844 -0.95860 -0.05535  C4 1.397, N12 1.138
6 H -0.82059 2.59739 -0.61575  C1 1.316
7 H -0.87729 1.17846 1.18558  C1 1.236
8 H -2.43349 0.93612 -0.33197  no bonds
9 H 0.07644 0.65631 -1.76720  C2 1.240
10 H -0.17331 -1.84256 -1.22554  C3 1.141
11 H 0.96931 0.65154 1.94204  O13 1.092
12 N 3.00992 -1.36383 -0.38340  C5 1.138
13 O 0.80549 -0.39815 1.68769  C4 1.325, H11 1.092
14 Cl -1.84189 -1.77574 0.22983  C3 1.761

Table of natural (NBO) atomic charges, one value per atom, all in e: number 1, C, carries -0.65; number 2, C, carries -0.30; number 3, C, carries -0.22; number 4, C, carries 0.10; number 5, C, carries 0.26; number 6, H, carries 0.27; number 7, H, carries 0.23; number 8, H, carries 0.23; number 9, H, carries 0.27; number 10, H, carries 0.26; number 11, H, carries 0.49; number 12, N, carries -0.30; number 13, O, carries -0.63; number 14, Cl, carries -0.01

=====

Most stable one: one, least stable one: two.

=====

## one
ORCA calculation (wB97M-V/def2-TZVPD) on a 2-piece molecular cluster, C6H15N3O2 overall.

Properties
- HOMO level (eV) = -7.18
- lowest unoccupied orbital energy (eV) = -0.32
- frontier orbital gap (eV) = 6.862
- M (g mol⁻¹) = 161.20
- net charge = 0

Bonds (Å) are listed after each position.
Atoms and positions in Å:
1 C -2.29752 -1.61629 1.57646  C2 1.489, C3 1.643, H9 1.108, H10 1.122
2 C -3.72793 -1.72471 1.97683  C1 1.489, H6 1.090, H7 1.109, H8 1.086
3 C -1.64715 -1.83740 0.08375  C1 1.643, O4 1.241, O5 1.246
4 O -0.87870 -0.90828 -0.21188  C3 1.241
5 O -2.04361 -2.79742 -0.60428  C3 1.246
6 H -4.31289 -0.82256 2.15693  C2 1.090
7 H -3.67860 -2.33934 2.89823  C2 1.109
8 H -4.48885 -2.11498 1.30679  C2 1.086
9 H -1.83915 -0.68646 1.96736  C1 1.108
10 H -1.68561 -2.42727 2.05356  C1 1.122
11 C 0.46987 1.61103 -1.12070  C12 1.541, N14 1.476, H17 1.117, H18 1.084
12 C 0.60991 2.55137 0.09146  C11 1.541, H19 1.074, H20 1.092, H26 1.089
13 C 2.45291 0.29905 -1.24386  N14 1.332, N15 1.362, N16 1.360
14 N 1.76532 1.31525 -1.76246  C11 1.476, C13 1.332, H21 1.018
15 N 1.90915 -0.51655 -0.29798  C13 1.362, H22 1.032, H23 1.006
16 N 3.80195 0.19967 -1.38902  C13 1.360, H24 1.009, H25 1.008
17 H -0.25801 0.77219 -0.99907  C11 1.117
18 H -0.11536 2.17965 -1.83454  C11 1.084
19 H 1.35404 2.33152 0.83436  C12 1.074
20 H -0.41215 2.64298 0.46581  C12 1.092
21 H 2.37152 2.09598 -2.00764  N14 1.018
22 H 0.89123 -0.64514 -0.41158  N15 1.032
23 H 2.47796 -1.21599 0.14815  N15 1.006
24 H 4.11875 0.77887 -2.15262  N16 1.009
25 H 4.31064 -0.64647 -1.18423  N16 1.008
26 H 0.85229 3.52130 -0.33983  C12 1.089

Table of natural (NBO) atomic charges, one value per atom, all in e: number 1, C, carries -0.53; number 2, C, carries -0.63; number 3, C, carries 0.82; number 4, O, carries -0.87; number 5, O, carries -0.73; number 6, H, carries 0.20; number 7, H, carries 0.20; number 8, H, carries 0.22; number 9, H, carries 0.19; number 10, H, carries 0.20; number 11, C, carries -0.29; number 12, C, carries -0.62; number 13, C, carries 0.68; number 14, N, carries -0.56; number 15, N, carries -0.78; number 16, N, carries -0.78; number 17, H, carries 0.32; number 18, H, carries 0.21; number 19, H, carries 0.21; number 20, H, carries 0.24; number 21, H, carries 0.40; number 22, H, carries 0.48; number 23, H, carries 0.41; number 24, H, carries 0.40; number 25, H, carries 0.42; number 26, H, carries 0.19

=====

## two
ORCA calculation (wB97M-V/def2-TZVPD) on a 2-piece molecular cluster, C6H15N3O2 overall.

Properties
- HOMO level (eV) = -7.85
- lowest unoccupied orbital energy (eV) = 0.08
- frontier orbital gap (eV) = 7.933
- M (g mol⁻¹) = 161.20
- net charge = 0

Bonds (Å) are listed after each position.
Atoms and positions in Å:
1 C 2.40659 1.92483 -0.40346  C2 1.592, C3 1.622, H9 1.080, H10 1.109
2 C 3.96290 2.25797 -0.37678  C1 1.592, H6 1.083, H7 1.084, H8 1.085
3 C 1.73308 1.00303 -1.55600  C1 1.622, O4 1.268, O5 1.248
4 O 0.59116 0.58211 -1.20096  C3 1.268
5 O 2.06103 0.86826 -2.75296  C3 1.248
6 H 4.36863 2.22574 0.62683  C2 1.083
7 H 3.93808 3.27907 -0.73904  C2 1.084
8 H 4.35924 1.45265 -0.98639  C2 1.085
9 H 2.07001 1.28855 0.40229  C1 1.080
10 H 1.89077 2.88666 -0.20879  C1 1.109
11 C -0.61392 -2.00964 0.70102  C12 1.504, N14 1.478, H17 1.107, H18 1.112
12 C -0.59344 -1.53169 2.12717  C11 1.504, H19 1.132, H20 1.091, H26 1.099
13 C -2.50928 -0.80071 -0.24580  N14 1.350, N15 1.310, N16 1.381
14 N -2.00760 -1.96885 0.20964  C11 1.478, C13 1.350, H21 1.010
15 N -1.73525 0.15690 -0.69384  C13 1.310, H22 1.152, H23 1.003
16 N -3.87016 -0.66218 -0.43781  C13 1.381, H24 1.007, H25 1.001
17 H 0.00159 -1.26653 0.15920  C11 1.107
18 H -0.05018 -2.94095 0.47246  C11 1.112
19 H -1.19480 -0.57298 2.10426  C12 1.132
20 H 0.41498 -1.35492 2.50359  C12 1.091
21 H -2.70659 -2.43331 0.77119  N14 1.010
22 H -0.58771 0.25120 -0.71267  N15 1.152
23 H -2.16123 0.77662 -1.35793  N15 1.003
24 H -4.35322 -1.53307 -0.58620  N16 1.007
25 H -4.24936 0.23067 -0.68635  N16 1.001
26 H -1.16533 -2.10942 2.86734  C12 1.099

Table of natural (NBO) atomic charges, one value per atom, all in e: number 1, C, carries -0.50; number 2, C, carries -0.63; number 3, C, carries 0.80; number 4, O, carries -0.86; number 5, O, carries -0.68; number 6, H, carries 0.20; number 7, H, carries 0.21; number 8, H, carries 0.23; number 9, H, carries 0.20; number 10, H, carries 0.21; number 11, C, carries -0.25; number 12, C, carries -0.62; number 13, C, carries 0.66; number 14, N, carries -0.57; number 15, N, carries -0.77; number 16, N, carries -0.82; number 17, H, carries 0.26; number 18, H, carries 0.22; number 19, H, carries 0.21; number 20, H, carries 0.23; number 21, H, carries 0.39; number 22, H, carries 0.49; number 23, H, carries 0.39; number 24, H, carries 0.40; number 25, H, carries 0.42; number 26, H, carries 0.20

=====

Most stable one: two, least stable one: one.

=====

## one
ORCA calculation (wB97M-V/def2-TZVPD) on a 2-piece molecular cluster, ClFH2Si overall.

Properties
- HOMO level (eV) = -9.69
- lowest unoccupied orbital energy (eV) = -2.24
- frontier orbital gap (eV) = 7.452
- M (g mol⁻¹) = 84.55
- net charge = 0

Bonds (Å) are listed after each position.
Atoms and positions in Å:
1 F -0.28725 -1.19825 -1.58895  Si2 1.578
2 Si 0.10316 -0.08416 -0.54252  F1 1.578, H4 1.486, H5 1.356
3 Cl 2.22851 2.24894 -1.34784  no bonds
4 H 0.98126 -0.85624 0.37484  Si2 1.486
5 H -1.11924 0.49677 -0.63027  Si2 1.356

Table of natural (NBO) atomic charges, one value per atom, all in e: number 1, F, carries -0.66; number 2, Si, carries 1.64; number 3, Cl, carries -0.63; number 4, H, carries -0.15; number 5, H, carries -0.20

=====

## two
ORCA calculation (wB97M-V/def2-TZVPD) on a 2-piece molecular cluster, ClFH2Si overall.

Properties
- HOMO level (spin up / spin down) (eV) = -10.30 / -8.66
- lowest unoccupied orbital energy (spin up / spin down) (eV) = -0.98 / -0.79
- frontier orbital gap (spin up / spin down) (eV) = 9.322 / 7.865
- M (g mol⁻¹) = 84.55
- net charge = 0

Bonds (Å) are listed after each position.
Atoms and positions in Å:
1 F 0.89611 0.68799 0.97716  Si2 1.609
2 Si -0.06191 0.19538 -0.21806  F1 1.609, Cl3 1.974, H4 1.436
3 Cl 1.09660 -0.08709 -1.79164  Si2 1.974
4 H -1.12127 1.16225 -0.29185  Si2 1.436
5 H -0.80954 -1.95853 1.32438  no bonds

Table of natural (NBO) atomic charges, one value per atom, all in e: number 1, F, carries -0.66; number 2, Si, carries 1.40; number 3, Cl, carries -0.36; number 4, H, carries -0.21; number 5, H, carries -0.17

=====

Most stable one: two, least stable one: one.